88
Properties=species:S:1:pos:R:3:forces:R:3 method="wB97M-V/def2-TZVPD" molar_mass_g_mol=675.518 e_lumo_ev="-13.754 / -15.616" multiplicity=3 e_homo_ev="-21.2 / -21.1" gap_ha="0.2748 / 0.2002" total_charge=+4 s_squared=2.030
H -1.44170 -1.67412 1.57473 -0.1 -0.2 0.2
H 0.49600 5.06475 -1.25047 0.5 -0.3 -0.2
H 1.29480 0.23384 4.59146 -0.4 0.1 -0.5
H 3.57350 0.74060 3.71312 -0.2 0.2 -0.2
H -2.09055 3.48158 4.34676 0.2 -0.3 0.0
H 0.34494 4.20848 3.77987 -0.2 0.1 -0.6
H -1.59305 -3.94300 -0.65795 0.2 0.0 0.0
C -1.93507 1.17768 0.52340 -5.2 -4.3 0.9
C 0.13594 3.45817 2.99639 -0.1 0.1 0.3
H 2.97126 -1.43340 3.47338 -0.4 0.1 -0.1
H -0.44643 -2.47725 2.80931 -0.4 0.2 0.0
H 0.92232 -6.60256 -1.12557 0.0 0.2 -0.2
C -1.89480 3.83178 -1.60309 -0.2 0.5 -0.2
H 1.90247 -4.97043 0.51300 -0.3 0.0 -0.1
H 1.52579 4.02415 -2.29585 -0.1 0.0 0.5
H 1.07887 2.94182 -4.38644 0.1 -0.1 -0.1
C -1.89410 2.42617 4.10331 0.0 0.1 0.0
H -2.19896 3.23795 -0.69011 -0.4 0.3 -0.3
C -2.05441 -0.58361 -2.87500 -0.1 -0.3 0.2
H -0.36879 4.48457 0.12268 -1.7 0.5 2.1
W -0.41325 2.39442 0.31512 1.3 -1.8 -0.7
H -1.02707 -5.59282 -2.23253 0.1 0.2 0.2
C 1.12968 1.85083 -4.45389 -0.3 0.2 -0.2
C 1.51766 0.16258 3.51110 0.9 -0.1 -1.0
H -0.54132 3.51217 -3.27986 0.0 0.7 0.1
H -0.08756 -4.21264 -2.77134 -0.1 -0.1 0.0
H 2.64147 -4.38214 -2.39916 -0.1 -0.1 0.2
C -1.16680 -0.73302 4.92832 0.7 0.3 0.4
H -0.61913 3.88664 2.30316 0.1 -0.1 0.7
H -0.35816 -4.85122 0.21621 0.0 0.1 -0.1
H -2.69332 3.65807 -2.33876 0.1 0.0 0.4
P -0.43540 1.58117 -2.03339 -0.4 0.2 -2.1
H -1.54697 1.02234 -5.02977 -0.3 0.2 0.2
H -2.77472 1.32650 -2.22489 0.2 -0.1 -0.2
C -0.54783 3.40380 -2.19239 -0.1 -0.7 -0.2
C 1.06947 -5.81866 -1.88579 0.0 0.2 0.2
O 2.03678 0.42254 -0.02808 -4.8 3.5 0.8
H 2.10502 1.59140 -4.88655 -0.2 0.1 0.2
H -1.08203 0.20964 5.47209 0.0 -0.1 0.0
O -0.24804 -1.78938 -0.57864 1.4 -1.2 0.5
H -2.29832 -0.06097 3.23961 0.3 0.0 0.0
C 2.36550 -5.06924 -1.58585 -0.5 -0.8 -1.6
H -3.23692 1.24451 -4.56818 0.2 0.1 0.1
H 1.18085 -6.31801 -2.85604 0.1 0.0 0.2
H 1.86498 1.48593 -2.47343 0.0 -0.1 -0.2
C 1.91922 -1.27893 3.18444 0.1 -0.3 0.0
C -0.41987 2.21528 3.69505 -0.1 0.2 0.3
H 2.23535 -0.61051 -3.35225 -0.3 0.0 -0.1
H -2.04526 -1.24514 5.34323 0.1 0.1 -0.4
H 0.75270 -0.93648 -2.42456 0.1 0.2 -0.4
H 1.13522 3.42495 -0.67132 0.2 0.7 -0.6
C -0.18709 -4.94438 -1.95639 0.3 -0.4 -0.8
H -2.10238 2.59148 -4.36558 -0.1 -0.2 -0.1
H -1.88954 4.89041 -1.32501 -0.2 -0.2 -0.1
H -1.48720 -1.01392 -3.71827 -0.3 0.2 0.4
H 3.17848 -5.80065 -1.50350 0.0 0.2 0.2
C -0.53162 -4.21454 -0.66400 -0.3 0.6 0.6
C 0.70241 4.02338 -1.56177 0.2 0.5 -0.1
C -1.96835 0.94870 -2.88210 -0.5 -0.1 1.0
H 0.36624 1.50683 -5.15858 0.2 0.1 0.2
C -2.20399 1.50117 -4.29261 0.2 0.1 -0.1
O -2.87006 0.43927 0.57641 4.6 3.7 -0.4
H -0.93223 4.46213 0.74837 1.0 0.4 -1.4
C 1.07888 1.12562 0.15009 5.0 -4.4 -0.7
H -1.69200 -1.01542 -1.92463 -0.3 0.1 -0.6
H 1.32654 -2.01410 3.74054 0.1 0.2 -0.2
C 1.02685 1.14235 -3.10234 0.6 -0.1 1.0
H -2.12506 1.83222 4.99357 -0.1 0.2 -0.3
H -0.29116 -1.33472 5.18850 -0.1 0.0 -0.1
C 2.33095 -4.31373 -0.25789 0.6 1.2 1.3
H -2.22319 -2.47110 2.96172 0.4 0.3 -0.1
C -1.34960 -1.86933 2.65100 0.0 -0.2 -0.2
C 2.67142 1.11776 3.20832 0.2 0.2 0.0
H 2.08236 -2.18982 -0.16405 0.3 0.2 -0.1
H 1.08238 3.31540 2.46036 0.2 -0.1 0.0
H 0.15430 2.02950 4.62212 -0.1 0.2 -0.4
H 2.49048 2.13307 3.57950 0.1 -0.2 0.0
H -3.11999 -0.84418 -2.99623 0.5 -0.1 0.0
H -2.59993 2.15206 3.31223 0.0 0.0 0.0
H 0.68400 -0.71710 -4.20734 0.1 0.1 0.4
H 3.35100 -4.06581 0.05256 -0.2 0.1 -0.1
H 2.88139 1.15812 2.13187 0.1 0.0 0.3
C 1.16297 -0.37404 -3.27758 0.3 -0.5 0.1
C -1.32143 -0.53869 3.41941 -1.0 -0.3 -1.2
P -0.08980 0.70863 2.67675 -0.8 0.6 2.8
C 0.25788 -2.92536 -0.51498 -3.1 -0.3 -0.4
N 1.58792 -3.06367 -0.31177 1.8 -0.7 0.2
H 1.82818 -1.48829 2.10669 0.1 0.0 0.3

---

28
Properties=species:S:1:pos:R:3:forces:R:3 method="wB97M-V/def2-TZVPD" molar_mass_g_mol=166.244 e_lumo_ev="-6.468 / -6.469" smiles="CC[C@H]1CC=C[N+](=O)[C@H]1C1CC1" de_lowest_kj_mol=300.1 e_homo_ev="-14.2 / -14.2" gap_ha="0.2852 / 0.2852" total_charge=+1
C 1.03150 -1.08948 0.55788 -2.4 0.1 0.8
C 0.65136 -2.54494 0.12696 1.0 1.1 0.5
H 2.66926 2.77888 0.33717 -0.8 -1.2 -0.6
C -0.58284 0.69195 -0.40895 -0.3 -2.4 -1.1
H -1.54364 -1.01302 0.46640 -0.6 0.5 -1.6
H -0.70717 1.24534 -1.32813 0.3 0.6 -0.3
H -1.45454 2.13947 0.74869 -3.1 1.7 0.7
H -1.33440 -1.06798 -1.29816 -0.4 -0.5 -0.8
H 0.33138 -2.59687 -0.86687 -0.4 0.1 -1.4
H 2.43133 -2.40749 1.27881 0.8 -0.2 -0.5
C -1.69491 -0.42890 -0.52298 2.1 0.4 3.8
H 0.20076 -3.35277 0.68456 0.2 0.5 0.8
H 0.85680 -0.48678 -1.45257 0.2 -0.6 -1.0
H -3.79772 -0.67119 -0.78379 -0.3 -0.9 -0.4
N 1.85126 0.88778 -0.43084 2.4 1.2 -0.2
H -3.53267 0.57301 0.24904 0.9 0.0 0.2
H 0.42028 3.38675 1.28962 0.3 2.1 1.1
O 2.90200 0.59562 -0.96228 -1.1 0.3 0.5
C 0.57854 2.48793 0.81916 0.4 -2.9 -2.1
H 0.77786 -0.60696 1.50500 0.4 -1.1 0.4
C 0.75828 -0.09075 -0.47371 -1.3 1.8 -1.0
C 2.06551 -2.06045 0.31713 -1.3 -1.8 3.5
H -0.42600 0.98114 1.60836 -0.7 -1.0 2.2
H -3.21118 0.77685 -1.39312 0.0 1.4 -1.8
C 1.76159 2.12680 0.24314 -0.2 1.1 1.0
H 2.68572 -1.92832 -0.46335 2.2 0.1 -2.4
C -0.61917 1.58126 0.78093 3.3 -0.2 -1.7
C -3.06919 0.09313 -0.62810 -1.5 -0.3 1.4

---

76
Properties=species:S:1:pos:R:3:forces:R:3 method="wB97M-V/def2-TZVPD" molar_mass_g_mol=661.039 e_lumo_ev="-5.038 / -6.475" de_lowest_kj_mol=0.0 multiplicity=3 e_homo_ev="-11.3 / -11.3" gap_ha="0.2302 / 0.1774" total_charge=+2 s_squared=2.007
C -1.19584 -2.26536 -8.73742 -0.7 0.3 -2.5
C -1.30557 2.67454 7.48470 -0.1 0.1 -0.1
H -1.93935 2.13678 -9.77593 0.0 -0.1 -0.1
F -1.14414 3.26086 4.85853 0.4 -1.0 -0.1
N 0.75902 -1.86008 3.84401 0.2 1.8 -2.0
N 1.21550 1.20993 -3.83952 0.0 0.0 -0.3
C 0.31877 -0.55559 4.12821 0.2 -0.4 -0.1
H 3.58957 3.24814 -4.32740 -0.1 -0.2 0.2
C 0.87675 -2.83871 4.84666 0.3 -1.2 1.1
H 0.81697 0.80007 10.11677 -0.1 0.1 0.0
C 0.77309 -1.39926 1.47678 0.2 0.3 0.0
C 1.00665 -1.93345 0.08497 1.2 -0.9 0.3
C 1.21396 2.08425 -2.76444 -1.4 0.2 1.3
C 0.78027 -4.29074 4.47847 -0.3 -0.3 0.1
Pd -0.19915 0.32060 -1.18870 -0.7 -0.9 0.8
H -1.39225 1.15644 -11.14454 -0.1 -0.1 0.2
C -1.58212 -1.29489 -9.61547 0.2 -2.2 0.6
H 2.85590 0.56098 -5.00483 0.0 0.2 0.1
C 0.25439 0.23166 -4.09073 -1.8 -0.5 1.8
H -1.10855 1.53710 -7.75249 -0.1 -0.3 0.2
H 2.82339 -3.54876 4.05320 -0.1 0.0 0.4
C -2.01060 1.14647 -10.23517 0.2 0.2 0.0
C 0.19163 -0.11622 5.45392 -0.5 0.7 0.1
N -0.88426 1.98752 9.76072 0.1 0.5 1.1
H -1.07005 -1.90301 -4.66053 0.2 0.0 -0.4
C -0.67131 1.98469 4.63714 -0.2 0.6 -0.3
C 0.14467 -0.36478 -5.41207 0.6 -1.2 0.2
O 0.05472 0.76898 0.75441 0.2 -0.5 2.3
C 1.10973 -2.17638 2.55633 -0.9 0.2 0.8
C 3.19607 2.36453 -3.81976 0.9 0.4 0.5
O 1.98056 -2.65657 -0.10015 -1.2 0.8 -0.1
H -0.92510 -2.07149 -7.72712 0.0 0.0 -0.3
C 0.27313 -0.08909 1.68983 -0.5 0.8 -0.6
H -3.10450 -1.44774 -11.18283 0.3 0.0 0.2
H -0.55428 -0.02082 9.31958 0.1 0.1 -0.1
H -1.29282 1.77076 10.67302 0.2 0.2 0.1
C 2.36383 1.49165 -4.71315 -0.8 -0.2 -0.7
H 1.25893 2.17937 8.12047 -0.1 -0.3 0.0
O 0.29857 2.19386 -1.90882 2.3 0.8 -2.0
H 0.44241 -2.58637 5.80930 0.1 0.1 -0.4
H 4.00646 1.77827 -3.36989 -0.2 0.4 0.1
H -2.53707 3.16536 9.21215 0.1 -0.1 0.0
N -0.46825 1.56951 7.07019 0.2 -0.3 0.1
O 2.30405 2.82595 -2.74190 -0.3 -0.7 -0.7
O -0.48330 -0.16728 -3.15206 0.7 0.7 -2.6
H 0.75338 0.10125 -6.18377 -0.2 -0.4 0.0
H -1.91208 -2.75347 -11.16108 0.0 0.2 0.0
C -1.96775 2.32417 8.81148 -0.4 -0.2 -0.8
H 2.03067 2.02910 -5.60968 0.1 -0.2 0.1
H 1.23294 0.47122 7.61409 -0.1 0.3 0.3
H -0.31288 2.83184 9.83484 0.0 0.1 0.5
H 0.61225 -4.54634 3.43183 -0.1 0.0 0.4
H 0.30956 -4.93396 5.22123 0.0 0.1 -0.4
C 0.02708 0.32125 3.06013 0.1 -0.2 0.1
H -0.69035 3.58718 7.61476 -0.3 -0.1 -0.1
H -3.05202 1.00750 -10.56236 0.3 -0.1 0.2
H -1.00754 -0.26032 -7.21767 0.0 0.3 -0.3
C -0.50161 -1.55998 -5.52943 1.4 1.1 1.6
H 2.49591 -3.96235 5.83424 0.1 0.0 -0.4
H -1.16501 -3.28659 -9.12551 0.0 0.2 0.5
C -2.04134 -1.67581 -11.01356 0.1 -0.2 0.0
H 0.48735 -0.76833 6.27655 -0.3 0.3 -0.4
C 0.03728 0.89700 9.35768 0.2 -0.5 -0.5
C 2.09784 -3.70371 4.85331 0.6 -0.1 0.5
C -1.56839 0.10070 -9.23089 0.3 1.7 1.5
H -0.30180 -2.25171 -6.33422 -0.3 0.3 0.1
H -2.61496 1.44725 8.73743 0.1 0.1 -0.1
C -1.16269 0.47139 -7.97968 -1.1 0.3 -2.2
H -1.47510 -1.16272 -11.80411 -0.1 -0.1 0.3
C 0.61142 1.28356 8.00275 0.0 0.0 -0.2
C -0.32909 1.16505 5.73953 0.4 -0.7 -0.6
H 1.60727 -3.13481 2.42213 -0.3 0.3 -0.2
O 0.08786 -1.61445 -0.79889 0.7 -0.5 0.1
C -0.49964 1.59517 3.33089 0.1 -0.3 0.6
H -2.07882 2.86804 6.73887 0.2 0.1 0.3
H -0.75018 2.25121 2.50463 0.1 0.0 0.2

---

19
Properties=species:S:1:pos:R:3:forces:R:3 method="wB97M-V/def2-TZVPD" molar_mass_g_mol=136.606 e_lumo_ev=-3.078 smiles=CN1[C@H](Cl)NC[N@@H+]1C de_lowest_kj_mol=260.7 e_homo_ev=-14.0 gap_ha=0.4009 total_charge=+1
Cl 3.11180 0.00662 -0.48036 -0.5 0.6 0.3
H 1.51303 -1.48333 0.92361 -1.5 0.4 -0.1
H -1.60357 -1.63231 -1.17342 -2.5 0.7 -0.7
H -1.39932 1.30987 -1.91172 1.4 -0.5 1.3
H 0.08395 -1.16997 1.97611 -0.8 -0.9 2.5
C -0.54476 1.43404 -1.14279 0.3 0.9 -1.1
H -0.78999 -2.52626 0.10266 -0.4 -1.0 0.0
H 0.12933 2.20316 -1.62216 -0.8 -0.7 0.6
C 1.72593 0.87700 0.21369 -1.5 -1.8 -3.5
H -0.04080 -1.98298 -1.40120 1.3 -0.2 -0.3
H 1.70620 1.91216 -0.03941 0.5 0.7 0.3
C 0.66432 -0.79549 1.22097 1.9 0.7 -0.3
N 1.31942 0.47131 1.45500 0.3 0.0 -0.4
C -0.73896 -1.75928 -0.63978 1.3 -1.0 1.7
N -0.31897 -0.58050 0.12080 -0.3 2.8 -1.9
N 0.32356 0.31056 -0.80751 2.7 0.8 -0.2
H -0.92439 1.81528 -0.19466 -0.5 0.7 0.0
H -1.11866 0.04203 0.40867 0.3 -1.5 0.7
H 1.00626 1.31864 1.90656 -1.0 -0.8 1.0

---

26
Properties=species:S:1:pos:R:3:forces:R:3 method="wB97M-V/def2-TZVPD" molar_mass_g_mol=357.016 e_lumo_ev="-3.211 / -3.537" de_lowest_kj_mol=0.0 multiplicity=3 e_homo_ev="-10.7 / -9.9" gap_ha="0.2745 / 0.2345" total_charge=+1 s_squared=2.014
N 1.61069 -0.77128 2.70901 -0.3 0.8 -0.5
H 1.56286 1.76339 2.64239 -0.2 0.0 -0.4
C -1.82520 2.07464 -0.49193 0.6 -0.4 -0.6
H -2.07582 2.46734 0.49122 0.1 -0.1 -0.3
H 0.78709 1.92050 1.07735 0.1 -0.3 0.2
H 0.09880 3.14755 -0.98867 -0.2 -0.2 -0.1
H 2.54364 -2.64611 2.74189 -0.2 0.0 0.0
C 1.53402 -2.22769 2.72447 0.1 -0.3 0.2
C -1.88916 0.85769 -2.49339 -0.6 0.4 1.0
P 0.13037 -2.00963 -1.87669 0.4 -1.0 -0.9
H 0.18207 -2.14902 -3.30796 -0.1 0.0 0.8
H 1.00629 -2.59995 1.84138 0.2 0.3 0.3
H -0.01424 1.79390 -3.33224 -0.2 0.0 0.2
C 1.09328 -0.01608 1.73404 0.0 0.4 0.1
H 1.43415 -2.49312 -1.52847 -0.5 0.0 -0.2
C -0.72174 1.70217 -2.51305 0.2 -0.8 0.5
H -3.51842 0.64745 -0.91470 0.2 0.1 0.0
H -0.64894 -3.16291 -1.51689 0.4 0.3 -0.3
C -2.57870 1.09528 -1.22086 1.1 0.0 -0.8
H -2.26330 0.24457 -3.30609 0.1 0.2 0.2
H 1.00277 -2.55194 3.62314 0.0 0.0 -0.2
H 2.04589 -0.27908 3.48441 -0.1 -0.4 -0.2
N 1.13513 1.33607 1.82929 0.2 -0.8 0.3
O 0.56520 -0.58678 0.71542 0.7 -0.1 1.1
C -0.66523 2.42733 -1.27178 -0.8 -1.0 0.3
W -0.53150 0.01571 -0.85129 -1.3 2.8 -0.7

---

19
Properties=species:S:1:pos:R:3:forces:R:3 method="wB97M-V/def2-TZVPD" molar_mass_g_mol=117.148 e_lumo_ev="-3.371 / -8.605" de_lowest_kj_mol=62.2 multiplicity=2 e_homo_ev="-15.4 / -15.4" gap_ha="0.4420 / 0.2492" total_charge=+1 s_squared=0.755
H 0.06831 1.24732 -1.41764 -0.1 0.2 0.5
H -3.12729 1.41377 -0.06549 -1.4 0.1 0.1
H 2.13615 1.43509 0.12275 0.7 -0.4 -0.6
C 1.93779 0.43638 0.51629 -1.2 0.3 0.2
N 0.17996 -0.69209 -1.71294 0.8 -0.5 0.9
O -2.19268 1.32632 0.05037 1.6 -0.2 -0.5
H -0.61386 -1.71161 0.77169 -0.2 0.3 -0.2
H -0.18939 -1.64147 -1.71515 -0.6 0.1 -0.2
C -0.05866 -0.95061 1.32422 -0.1 0.3 -0.1
O -2.54219 -0.41046 -1.32042 0.8 0.0 -0.2
C -1.79059 0.35209 -0.78186 -1.2 0.1 0.7
H 1.16766 -0.65003 -1.96348 -0.1 0.1 -0.3
H -0.69392 -0.58805 2.12651 -0.1 -0.4 0.2
H 2.44354 -0.44139 0.11639 0.2 0.4 -0.5
H 0.79864 -1.48694 1.72518 0.1 0.2 0.2
H 2.27323 0.49712 1.54708 -0.1 -0.1 0.3
H 0.09586 1.21673 1.02897 -0.7 0.1 -0.2
C -0.28393 0.34700 -0.88279 0.0 0.4 -1.3
C 0.39138 0.30084 0.53033 1.7 -1.0 1.0